{
  "formula": "C21H21BrN7O11SeZr",
  "method": "ωB97M-V/def2-TZVPD",
  "charge": -1,
  "e_homo_ev": -6.082,
  "e_tot_ev": -191745.7872,
  "relative_energy_kj_mol": 34.9,
  "species": ["Zr", "Br", "C", "C", "C", "C", "O", "C", "C", "N", "C", "C", "C", "C", "C", "C", "C", "C", "N", "C", "C", "H", "H", "H", "H", "H", "H", "H", "H", "H", "H", "N", "N", "C", "N", "N", "N", "O", "O", "H", "H", "H", "H", "H", "C", "O", "C", "O", "H", "H", "H", "C", "C", "O", "O", "H", "H", "H", "O", "Se", "O", "O", "O"],
  "xyz": [[0.4167, 0.3116, 0.3521], [-4.8775, -4.8317, 1.9879], [-3.4374, -3.7734, 1.3374], [-2.1372, -4.2617, 1.4160], [-1.0859, -3.5048, 0.9376], [-1.3225, -2.2419, 0.3794], [-0.3339, -1.5220, -0.1014], [-2.6382, -1.7435, 0.3389], [-2.9295, -0.4096, -0.1590], [-2.0719, 0.5135, -0.3531], [-2.5781, 1.7651, -0.7876], [-3.6441, 2.3753, -0.1857], [-4.0875, 3.6428, -0.6237], [-3.4516, 4.2876, -1.6411], [-2.3322, 3.6904, -2.2682], [-1.5826, 4.3157, -3.2893], [-0.4906, 3.6815, -3.8020], [-0.1459, 2.4051, -3.3037], [-0.8284, 1.7893, -2.3782], [-1.8963, 2.4220, -1.8462], [-3.6928, -2.5310, 0.8034], [-1.9530, -5.2342, 1.8526], [-0.0601, -3.8480, 0.9906], [-3.9834, -0.2092, -0.3743], [-4.1141, 1.9056, 0.6692], [-4.9233, 4.1111, -0.1198], [-3.7724, 5.2715, -1.9621], [-1.8746, 5.3006, -3.6356], [0.1242, 4.1412, -4.5637], [0.7384, 1.8943, -3.6654], [-4.7064, -2.1514, 0.7589], [1.6698, -2.7183, -2.1801], [2.9800, -2.5905, -1.6949], [3.3437, -2.6917, -0.4126], [4.6284, -2.3192, -0.1550], [2.3901, -3.0573, 0.4565], [2.6566, -3.4010, 1.7126], [3.7909, -3.7808, 2.0042], [0.8879, -0.5797, 2.2907], [1.2307, -3.4603, -1.6462], [1.1706, -1.8619, -1.9504], [3.6462, -2.2088, -2.3458], [4.8262, -1.3907, -0.5361], [4.8967, -2.4782, 0.8034], [0.3979, -1.7123, 4.6225], [-0.5612, -0.8371, 4.0047], [-0.2527, -0.3565, 2.8076], [-1.1017, 0.3146, 2.1818], [0.1469, -2.7429, 4.3762], [0.3092, -1.5482, 5.6933], [1.4033, -1.4971, 4.2744], [0.4432, 3.3027, 2.6248], [-0.1892, 3.3463, 1.2507], [-0.8856, 4.2680, 0.8853], [0.0774, 2.2996, 0.4990], [0.6401, 4.3134, 2.9757], [1.3584, 2.7120, 2.6131], [-0.2698, 2.8288, 3.3029], [4.2781, 0.1198, -1.2323], [3.0053, 1.0331, -0.8470], [3.1349, 2.5734, -1.2571], [1.5733, 0.3534, -1.4636], [2.5063, 0.8091, 0.7452]],
  "atomic_forces_ev_per_a": [[-0.5, 0.6, -0.1], [0.0, 0.0, 0.0], [0.0, 0.0, 0.0], [0.0, 0.0, 0.0], [0.0, 0.0, -0.1], [-0.1, 0.1, -0.1], [0.3, 0.0, 0.1], [0.0, 0.0, 0.1], [0.0, -0.1, -0.1], [0.1, 0.2, -0.1], [-0.1, 0.0, 0.1], [0.0, 0.0, 0.0], [0.0, 0.0, 0.0], [0.0, 0.0, 0.0], [0.0, 0.0, 0.0], [0.0, 0.0, 0.0], [0.0, 0.0, 0.0], [0.0, 0.0, 0.1], [0.2, -0.1, 0.0], [0.0, -0.1, 0.1], [0.0, 0.0, 0.0], [0.0, 0.0, 0.0], [0.0, 0.0, 0.0], [0.0, 0.0, 0.0], [0.0, 0.0, 0.0], [0.0, 0.0, 0.0], [0.0, 0.0, 0.0], [0.0, 0.0, 0.0], [0.0, 0.0, 0.0], [0.0, 0.0, 0.0], [0.0, 0.0, 0.0], [0.0, 0.0, 0.0], [0.0, 0.0, -0.2], [0.3, 0.1, 0.3], [-0.3, -0.3, 0.3], [0.1, -0.3, 0.1], [-0.1, -0.1, 0.0], [0.0, 0.2, -0.3], [0.1, 0.0, 0.0], [0.0, 0.0, 0.0], [0.0, 0.0, 0.0], [0.0, 0.0, 0.0], [0.0, -0.1, 0.0], [0.0, 0.0, 0.0], [0.0, 0.0, 0.0], [0.0, 0.0, 0.0], [0.0, -0.1, 0.0], [0.0, 0.0, 0.0], [0.0, 0.0, 0.0], [0.0, 0.0, 0.0], [0.0, 0.0, 0.0], [0.0, 0.0, 0.0], [0.0, 0.1, 0.0], [0.0, 0.0, 0.0], [-0.1, -0.2, 0.1], [0.0, 0.0, 0.0], [0.0, 0.0, 0.0], [0.0, 0.0, 0.0], [0.0, 0.3, -0.2], [-0.2, 0.2, 0.0], [0.1, -0.1, 0.0], [-0.1, -0.2, 0.0], [0.2, -0.1, -0.1]],
  "nbo_charge": [2.489, 0.019, -0.130, -0.203, -0.264, 0.372, -0.839, -0.117, 0.176, -0.481, 0.228, -0.244, -0.203, -0.174, -0.083, -0.138, -0.258, 0.084, -0.398, 0.133, -0.198, 0.224, 0.255, 0.167, 0.215, 0.209, 0.204, 0.207, 0.215, 0.205, 0.217, -0.636, -0.402, 0.607, -0.827, -0.484, 0.215, -0.469, -0.763, 0.365, 0.381, 0.400, 0.439, 0.411, -0.260, -0.498, 0.983, -0.725, 0.191, 0.182, 0.221, -0.729, 0.831, -0.628, -0.879, 0.224, 0.233, 0.234, -1.077, 2.781, -0.998, -1.124, -1.086]
}